77
Properties=species:S:1:pos:R:3 method="wB97M-V/def2-TZVPD" homo_lumo_gap_ev=8.40 charge=+1 multiplicity=1
In -0.96764 0.41395 -1.48400
O -1.54602 -1.45557 -1.19647
C -2.62275 -1.94396 -0.52018
C -2.48475 -3.20037 0.07904
C -3.52947 -3.74626 0.75634
C -4.78630 -3.15604 0.80170
C -4.87085 -1.87856 0.23779
C -3.82084 -1.22166 -0.43885
C -3.97303 0.12977 -1.02795
N -3.12629 0.97457 -1.50600
C -3.77577 2.16622 -1.69570
C -5.07272 1.98470 -1.39607
N -5.21126 0.72171 -0.98884
H -1.48227 -3.54072 0.13950
H -3.36329 -4.73401 1.15370
H -5.64566 -3.63833 1.28870
H -5.79426 -1.33657 0.37005
H -3.30101 2.99277 -2.17789
H -5.92187 2.66607 -1.60787
H -6.08722 0.39832 -0.58062
C 2.55178 2.11164 0.64786
C 1.14307 2.66981 0.91517
P -0.16417 1.27727 1.00775
C 0.58659 0.15043 2.21154
C 1.06582 0.59564 3.40925
C 1.60288 -0.25418 4.31977
C 1.81326 -1.55835 3.93051
C 1.33478 -2.02756 2.73712
C 0.68371 -1.17931 1.88084
C -1.64208 1.89653 1.91849
C -1.75095 3.25802 2.33188
C -2.85220 3.66872 3.02123
C -3.89658 2.68885 3.20070
C -3.77956 1.37011 2.84674
C -2.59109 0.98553 2.20016
C 2.74619 1.65534 -0.79711
P 2.52590 -0.21539 -0.78791
C 1.96478 -0.46690 -2.50145
C 0.90064 -1.34237 -2.71728
C 0.31898 -1.46439 -3.97814
C 0.71228 -0.66330 -5.00174
C 1.62358 0.33952 -4.79570
C 2.29656 0.35885 -3.58808
C 4.18380 -0.93986 -0.80383
C 4.58190 -1.56083 0.37041
C 5.79663 -2.26521 0.38600
C 6.53764 -2.41168 -0.77618
C 6.13734 -1.84784 -1.96838
C 4.92342 -1.11761 -1.97570
H 2.75258 1.29975 1.29188
H 3.20978 2.97380 0.90548
H 0.75283 3.41304 0.20737
H 1.13035 3.27515 1.79075
H 0.95384 1.65375 3.62237
H 1.97476 0.06627 5.31451
H 2.33663 -2.27834 4.53719
H 1.49478 -3.10550 2.51545
H 0.23045 -1.61480 1.00657
H -0.90193 3.93859 2.28772
H -2.91639 4.61591 3.55646
H -4.78058 2.93726 3.78679
H -4.44663 0.58899 3.14723
H -2.33642 -0.07432 2.02192
H 3.71559 1.91163 -1.14684
H 1.95615 1.97436 -1.41665
H 0.62593 -2.03663 -1.92657
H -0.48178 -2.19824 -4.02523
H 0.17141 -0.76326 -6.00624
H 1.81109 1.11192 -5.60370
H 3.09614 1.11536 -3.38876
H 4.01725 -1.48805 1.24988
H 6.07622 -2.74093 1.27863
H 7.41616 -2.96655 -0.75826
H 6.54306 -2.12035 -2.89340
H 4.53098 -0.70941 -2.93483
N -0.48370 2.92892 -3.45204
C -0.42011 1.98418 -2.81796


99
Properties=species:S:1:pos:R:3 method="wB97M-V/def2-TZVPD" homo_lumo_gap_ev="5.13 / 5.13" charge=-1 multiplicity=1
Ca -0.13948 -0.29250 0.20742
C -0.71981 6.63101 1.34621
C -0.29480 5.19044 1.45281
C -0.14108 4.55566 2.68248
C 0.22165 3.23339 2.73997
C 0.46447 2.43507 1.59532
N 0.69273 1.08723 1.77601
C 1.50514 0.63644 2.78391
C 2.60447 1.43127 3.18957
C 3.49579 1.05533 4.16537
C 3.35499 -0.16528 4.81516
C 4.32219 -0.61388 5.87778
C 2.30566 -0.97407 4.41200
C 1.38348 -0.64174 3.41593
C 0.30377 -1.68019 3.00239
O 0.18695 -1.87009 1.66523
C -1.07664 -1.25690 3.58910
F -1.06433 -1.13784 4.93124
F -2.05388 -2.13394 3.28267
F -1.47836 -0.06988 3.09376
C 0.61116 -3.11002 3.56686
F 1.83338 -3.51719 3.16658
F -0.26103 -4.01120 3.07103
F 0.55793 -3.26054 4.90960
C 0.33690 3.08574 0.33657
C -0.04816 4.43394 0.32330
C 0.66761 2.45616 -1.05180
O 0.89803 1.12566 -1.11343
C 1.95875 3.14190 -1.59132
F 1.95544 4.48871 -1.59240
F 2.20396 2.77289 -2.86906
F 3.01042 2.75758 -0.85182
C -0.51397 2.73714 -2.04877
F -0.46030 1.93161 -3.12090
F -1.69917 2.48656 -1.44694
F -0.57968 3.99573 -2.54417
H -0.63196 7.13404 2.30990
H -1.75927 6.72191 1.02070
H -0.10505 7.17503 0.62701
H -0.31907 5.10189 3.60335
H 0.31071 2.74630 3.70290
H 2.74000 2.38105 2.68778
H 4.31713 1.71849 4.41794
H 4.56152 0.19830 6.56736
H 5.26474 -0.96120 5.44539
H 3.90703 -1.43628 6.46156
H 2.21866 -1.91840 4.92497
H -0.14064 4.93801 -0.62787
N -3.86789 -1.54048 -2.07536
C -4.59652 -0.82945 -1.15100
C -3.67942 -0.27731 -0.31448
N -2.41298 -0.63581 -0.71172
C -2.56153 -1.39392 -1.77237
H -4.23057 -2.07993 -2.84066
H -5.66920 -0.78422 -1.17300
H -3.84318 0.35168 0.54286
H -1.77209 -1.86735 -2.33400
C 1.32563 -4.26449 -0.04603
O 1.83153 -3.21948 -0.90894
C 1.04384 -2.82442 -1.90286
O -0.07847 -3.25509 -2.09013
C 1.59962 -1.72537 -2.72630
C 1.65914 -1.83086 -4.06901
As 2.54426 -3.38859 -4.86321
C 2.03894 -4.92380 -3.74631
C 4.14501 -2.86028 -3.75599
C 4.26129 -1.97589 -2.76563
As 2.99594 -0.47297 -2.17091
C 3.23624 -0.72023 -0.23688
C 5.59838 -1.77154 -2.11505
O 6.26696 -0.79992 -2.36569
O 6.04426 -2.66240 -1.21992
C 5.22090 -3.73390 -0.73927
C 5.30074 -3.70158 -4.21473
O 5.39854 -4.86791 -3.91670
O 6.23096 -3.13052 -4.98309
C 6.07917 -1.75335 -5.38247
C 1.98170 -0.65678 -4.93450
O 2.84304 -0.67327 -5.79035
O 1.13791 0.35110 -4.74802
C 1.40681 1.51810 -5.53424
H 0.67742 -3.80873 0.70172
H 2.20264 -4.69918 0.42566
H 0.79092 -5.00526 -0.63706
H 0.97306 -5.11424 -3.85802
H 2.29756 -4.81373 -2.69778
H 2.60576 -5.76216 -4.14953
H 3.95242 -1.51450 -0.03760
H 2.32671 -0.97703 0.30223
H 3.60481 0.22441 0.15900
H 5.48860 -4.65034 -1.25977
H 4.16374 -3.52544 -0.88674
H 5.43190 -3.82027 0.32477
H 6.83613 -1.60041 -6.14677
H 6.25962 -1.08853 -4.53901
H 5.08818 -1.56978 -5.79473
H 0.66207 2.24664 -5.23541
H 1.32774 1.28112 -6.59503
H 2.40754 1.88749 -5.31750


83
Properties=species:S:1:pos:R:3 method="wB97M-V/def2-TZVPD" homo_lumo_gap_ev="8.46 / 4.97" charge=+1 multiplicity=2
Ir 0.05744 0.80423 -0.68775
O -1.43806 1.74571 0.35299
N -1.43326 3.10122 0.27184
C -2.28686 3.72059 1.11955
C -2.42791 5.07580 1.10365
C -1.67060 5.81755 0.18900
C -0.79727 5.16946 -0.64296
C -0.65426 3.77240 -0.59872
S 0.50642 2.94000 -1.57082
H -2.82218 3.05018 1.77398
H -3.11648 5.54580 1.78928
H -1.76503 6.89386 0.14563
H -0.18232 5.70840 -1.35000
C 0.37610 -1.12426 2.22977
C 1.74206 -0.45720 2.12909
As 1.63042 1.17670 1.06683
C 3.44307 1.60412 0.59939
C 3.95945 1.08499 -0.58599
C 5.28989 1.31378 -0.90587
C 6.09620 2.05788 -0.05579
C 5.57751 2.57273 1.12350
C 4.25037 2.34546 1.45649
C 1.09481 2.56532 2.29087
C 1.30078 3.89402 1.92144
C 0.88351 4.92045 2.75436
C 0.25890 4.62779 3.96021
C 0.06365 3.30775 4.33678
C 0.48476 2.27669 3.50634
As -0.38117 -1.33250 0.43793
C -2.21933 -1.79162 0.81973
C -2.99815 -0.85347 1.49388
C -4.32996 -1.12672 1.77184
C -4.88989 -2.33342 1.37569
C -4.11539 -3.26919 0.70442
C -2.78231 -3.00129 0.42628
C 0.43708 -2.96168 -0.17239
C 0.32013 -4.12510 0.58864
C 0.89567 -5.30244 0.14134
C 1.59440 -5.32118 -1.06025
C 1.72965 -4.16035 -1.80459
C 1.15661 -2.97383 -1.36245
H -0.33507 -0.52222 2.79735
H 0.43798 -2.10525 2.70089
H 2.44943 -1.09562 1.59374
H 2.17761 -0.23107 3.10345
H 3.31988 0.52866 -1.25922
H 5.69522 0.91386 -1.82583
H 7.13176 2.23783 -0.31293
H 6.20563 3.15145 1.78762
H 3.85468 2.74574 2.38203
H 1.80416 4.12525 0.98942
H 1.05818 5.94950 2.46780
H -0.05970 5.42916 4.61390
H -0.40390 3.07621 5.28479
H 0.34513 1.25312 3.82856
H -2.56998 0.09651 1.78858
H -4.93191 -0.39735 2.29821
H -5.92828 -2.54582 1.59282
H -4.54822 -4.21235 0.39718
H -2.19113 -3.73338 -0.10840
H -0.23420 -4.12274 1.52053
H 0.79321 -6.20743 0.72526
H 2.03455 -6.24456 -1.41268
H 2.27952 -4.17636 -2.73676
H 1.27202 -2.05997 -1.92800
N -1.35942 0.57402 -2.34813
C -1.41610 -0.73444 -2.94035
C -2.37649 -1.63476 -2.50161
C -2.35117 -2.93826 -2.96330
C -1.37301 -3.31556 -3.87066
C -0.44862 -2.40244 -4.35560
C -0.47008 -1.10049 -3.88631
S -1.29201 -4.99355 -4.38770
O 0.03736 -5.24239 -4.89240
O -1.60765 -5.82099 -3.22319
O -2.32440 -5.23275 -5.38827
H -1.02332 1.26926 -3.01145
H -2.27603 0.86847 -2.02054
H -3.12331 -1.33024 -1.77844
H -3.07407 -3.65716 -2.60155
H 0.30591 -2.71758 -5.06304
H 0.27789 -0.38867 -4.20696
F 1.39949 -0.01424 -1.93194


Table of total energy (a.u.), in record order: -2541.8753; -8694.7773; -7312.7234
Table of energy relative to the best compared isomer or geometry (same formula, charge and spin) (kJ/mol), in record order: 0.0; 0.0; 0.0